No. 1
The following is a DFT calculation (wB97M-V/def2-TZVPD) of C28H25F4N3O2 in the gas phase.

Values from the calculation:
- LUMO (eV) = 0.64
- E_HOMO (Eh) = -0.303
- Kohn-Sham gap (eV) = 8.896
- total charge = 0
- structure (SMILES) = COC(=O)C1=C(C)N(Cc2ccccc2)/C(=N/Cc2cccc(C(F)(F)F)c2)N[C@H]1c1cccc(F)c1
- E (a.u.) = -1796.25280

Each line ends with the Mulliken charge.
CARTESIAN COORDINATES (ANGSTROEM)
C: -2.426 -5.309 0.958  -0.767
O: -2.396 -3.894 0.856  -0.335
C: -1.603 -3.405 -0.123  -0.030
O: -0.969 -4.142 -0.849  -0.658
C: -1.525 -1.949 -0.213  -0.189
C: -2.300 -1.017 0.399  0.989
C: -3.478 -1.349 1.257  -1.829
N: -2.025 0.323 0.253  0.430
C: -2.727 1.330 1.029  -1.928
C: -4.114 1.639 0.522  0.701
C: -4.405 1.592 -0.836  0.007
C: -5.674 1.900 -1.291  -0.862
C: -6.666 2.265 -0.396  -0.366
C: -6.382 2.322 0.957  -0.688
C: -5.114 2.008 1.413  -0.259
C: -1.122 0.790 -0.692  0.195
N: -0.926 2.051 -0.757  -0.330
C: 0.020 2.602 -1.699  -1.191
C: 1.428 2.106 -1.469  0.250
C: 2.220 1.618 -2.501  -0.250
C: 3.503 1.160 -2.254  -0.904
C: 4.018 1.183 -0.971  -0.641
C: 3.227 1.664 0.063  0.163
C: 3.770 1.752 1.459  0.905
F: 4.219 2.991 1.747  -0.293
F: 4.801 0.924 1.684  -0.268
F: 2.847 1.470 2.396  -0.253
C: 1.941 2.122 -0.179  -0.279
N: -0.606 -0.149 -1.540  -0.083
C: -0.385 -1.513 -1.102  -0.054
C: 0.966 -1.628 -0.417  0.538
C: 1.110 -1.414 0.947  -0.220
C: 2.356 -1.489 1.545  -0.934
C: 3.483 -1.756 0.789  -0.287
C: 3.328 -1.943 -0.572  0.017
F: 4.419 -2.179 -1.332  -0.421
C: 2.092 -1.887 -1.186  -0.311
H: -1.420 -5.698 1.127  0.303
H: -2.820 -5.750 0.040  0.331
H: -3.073 -5.538 1.801  0.231
H: -3.212 -1.278 2.311  0.310
H: -4.299 -0.664 1.059  0.361
H: -3.806 -2.363 1.067  0.478
H: -2.117 2.235 0.941  0.666
H: -2.764 1.026 2.077  0.333
H: -3.632 1.316 -1.537  0.390
H: -5.889 1.858 -2.348  0.390
H: -7.656 2.507 -0.753  0.387
H: -7.150 2.607 1.661  0.377
H: -4.897 2.050 2.471  0.377
H: -0.006 3.686 -1.540  0.428
H: -0.286 2.411 -2.737  0.289
H: 1.834 1.605 -3.512  0.413
H: 4.107 0.781 -3.064  0.421
H: 5.018 0.830 -0.773  0.520
H: 1.331 2.490 0.631  0.511
H: 0.119 0.196 -2.152  0.446
H: -0.373 -2.155 -1.992  0.692
H: 0.240 -1.201 1.550  0.374
H: 2.452 -1.332 2.608  0.429
H: 4.463 -1.813 1.234  0.454
H: 2.014 -2.060 -2.248  0.523

No. 2
The following is a DFT calculation (wB97M-V/def2-TZVPD) of 2 unconnected molecules or ions with the total composition C6H11N4O at a distorted geometry.

Values from the calculation:
- LUMO (eV) = -3.34
- energy above the lowest of the compared OMol25 structures with the same formula, charge and spin (kcal per mole) = 39.0
- E_HOMO (Eh) = -0.505
- Kohn-Sham gap (eV) = 10.400
- total charge = +1
- E (a.u.) = -529.16541

Each line ends with the Mulliken charge.
CARTESIAN COORDINATES (ANGSTROEM)
C: -3.345 0.615 0.473  -0.271
C: -2.020 0.678 0.914  -0.430
C: 1.665 1.386 0.221  -0.719
C: 1.668 0.959 -1.258  -0.297
C: 1.259 -0.834 -0.018  1.072
C: 1.072 -2.250 0.326  -1.270
N: -3.369 -0.034 -0.666  -0.586
N: -2.064 -0.337 -0.904  0.075
N: -1.235 0.146 0.030  -0.026
N: 1.558 0.073 0.877  -0.202
O: 1.349 -0.448 -1.240  -0.326
H: -4.330 0.894 0.730  0.450
H: -1.720 1.082 1.792  0.472
H: 2.529 1.818 0.469  0.426
H: 0.865 1.875 0.643  0.397
H: 0.999 1.614 -1.711  0.300
H: 2.695 1.256 -1.810  0.329
H: 0.035 -2.751 0.216  0.308
H: 1.272 -2.329 1.300  0.398
H: 1.646 -2.995 -0.374  0.332
H: 1.320 0.099 1.868  0.295
H: -1.847 -0.517 -1.876  0.272

No. 3
The following is a DFT calculation (wB97M-V/def2-TZVPD) of C12H11NO in the gas phase at a distorted geometry.

Values from the calculation:
- LUMO (eV) = -0.03
- energy above the lowest of the compared OMol25 structures with the same formula, charge and spin (kcal per mole) = 69.7
- E_HOMO (Eh) = -0.310
- Kohn-Sham gap (eV) = 8.412
- total charge = 0
- structure (SMILES) = Cc1cc(/C=C/c2ccccc2)on1
- E (a.u.) = -593.75742

Each line ends with the Mulliken charge.
CARTESIAN COORDINATES (ANGSTROEM)
C: -3.076 2.831 3.026  -1.002
C: -2.884 2.095 1.665  0.481
C: -1.622 1.571 1.243  -0.393
C: -1.882 0.924 0.021  0.481
C: -0.945 0.068 -0.688  -0.292
C: 0.139 -0.526 -0.045  -0.650
C: 1.236 -1.118 -0.843  0.335
C: 1.722 -2.401 -0.432  -0.369
C: 2.949 -2.967 -0.902  -0.542
C: 3.490 -2.320 -1.984  -0.236
C: 3.017 -1.134 -2.476  -0.547
C: 1.872 -0.482 -1.906  -0.370
O: -3.073 1.285 -0.462  -0.171
N: -3.706 2.007 0.602  -0.517
H: -2.157 2.769 3.564  0.298
H: -3.938 2.421 3.615  0.303
H: -3.344 3.898 2.860  0.270
H: -0.842 1.374 1.918  0.277
H: -1.104 -0.018 -1.757  0.443
H: 0.214 -0.510 1.054  0.332
H: 1.227 -2.953 0.351  0.375
H: 3.418 -3.792 -0.408  0.412
H: 4.516 -2.708 -2.339  0.231
H: 3.357 -0.719 -3.382  0.381
H: 1.419 0.404 -2.293  0.470